Entry 1:
Molecular formula: C25H47N2O4Si2
Method: DFT, wB97M-V/def2-TZVPD

The geometry in XYZ format:
```
80
Properties=species:S:1:pos:R:3:forces:R:3:mulliken_spin:R:1
C -1.9831 1.6116 -1.1953 0.47 0.31 0.22 0.029
C -0.6198 2.1197 -1.8993 -2.69 0.95 1.08 0.026
C -1.0003 3.5405 -2.5129 0.77 0.16 0.44 0.015
C 0.4584 2.1974 -0.7550 0.43 0.07 -0.50 0.009
C 1.9626 2.3738 -1.2789 -1.56 -1.69 0.02 -0.035
C 3.0275 2.0677 -0.1619 0.93 0.05 -0.54 0.000
C 3.2034 0.5597 0.2429 0.18 -0.09 0.63 -0.001
C 2.1933 0.0087 1.3300 -0.02 -0.62 0.60 0.000
N 1.5107 1.0369 2.1461 0.05 -0.01 0.16 0.000
O 2.0211 3.7227 -1.8378 0.51 0.40 1.71 -0.001
C 2.5887 4.6666 -0.9902 0.91 0.89 -0.21 0.000
O 3.6369 5.1609 -1.3318 -0.70 -0.26 0.24 0.000
C 1.9838 5.1656 0.3417 -0.80 0.18 2.44 0.000
C 2.9010 5.2202 1.4949 -1.01 0.25 -0.09 0.000
C 2.4932 5.6252 2.8287 -1.56 -0.07 -1.75 0.000
C 1.0981 6.0023 3.0486 0.72 -0.60 -2.29 0.000
C 0.1847 5.9916 1.8995 1.16 -0.41 -0.08 0.000
C 0.6037 5.5847 0.5629 1.65 -0.44 1.04 -0.001
C 2.1852 1.4030 -2.5482 -0.46 1.17 0.02 0.037
C 0.9579 0.4623 -2.8641 1.98 -2.41 -1.42 0.023
C 0.8871 -0.8286 -1.9303 -1.39 0.27 -0.97 0.025
C 1.2673 -0.1485 -4.3166 0.32 -0.43 1.11 -0.010
N -0.3385 1.1591 -2.9971 1.78 1.72 -0.28 0.307
O -0.5294 1.6600 -4.1783 -0.38 -0.72 0.61 0.576
H -2.2151 0.5586 -1.5124 0.16 1.03 0.40 -0.002
H -2.8344 2.2989 -1.4426 0.70 -0.82 0.07 -0.004
H -1.8475 1.6683 -0.0828 -0.26 -0.25 -0.88 -0.001
H -1.1192 4.2679 -1.6607 -0.02 -0.83 -0.67 -0.001
H -0.1701 3.9513 -3.1475 -0.92 -0.49 0.43 0.004
H -1.9721 3.5055 -3.0689 1.10 -0.08 0.37 -0.002
H 0.3335 1.2981 -0.1045 0.39 0.64 -0.63 0.000
H 0.1736 3.0822 -0.1158 0.42 -0.93 -0.62 0.000
H 2.8994 2.6463 0.7870 -0.30 -0.44 -0.91 0.000
H 4.0252 2.3987 -0.5858 -1.00 -0.31 0.32 0.000
H 3.2041 -0.1644 -0.6101 0.00 0.83 0.59 0.001
H 4.2336 0.4776 0.7008 -1.02 0.19 -0.51 0.000
H 2.7877 -0.6403 2.0402 -0.58 0.50 -0.87 0.000
H 1.4087 -0.6606 0.8913 0.83 0.54 0.08 0.000
H 0.4963 1.0132 2.0575 0.40 -0.04 -0.05 0.000
H 1.7224 0.9582 3.1389 0.01 -0.02 -0.42 0.000
H 3.9652 4.9141 1.3244 -1.16 0.35 0.16 0.000
H 3.2433 5.6281 3.6552 -0.83 0.01 -0.84 0.000
H 0.7475 6.2866 4.0653 0.23 -0.22 -1.03 0.000
H -0.8914 6.2719 2.0338 1.22 -0.23 -0.03 0.000
H -0.0856 5.5485 -0.3182 0.52 0.19 1.17 0.000
H 2.3159 2.0491 -3.4661 -0.22 -0.40 1.12 0.008
H 3.1576 0.8388 -2.4680 -1.20 0.31 0.05 0.000
H 1.8800 -1.3207 -1.8028 -0.76 0.67 0.14 0.001
H 0.2524 -1.5630 -2.5128 0.58 0.64 0.72 -0.002
H 0.3312 -0.6387 -0.9797 0.79 -0.23 -0.58 -0.001
H 2.0652 -0.9268 -4.1480 -0.63 0.77 -0.32 0.001
H 0.3545 -0.6861 -4.6741 0.80 0.65 0.04 0.000
H 1.6447 0.6215 -5.0306 -0.58 -0.72 0.52 -0.001
O -1.9829 -4.7550 0.5318 -0.01 0.08 0.12 0.000
Si -0.8059 -3.8382 1.2611 0.11 0.13 0.25 0.000
C -0.3770 -4.5542 2.9427 -0.18 -0.01 -0.22 0.000
C -1.4171 -2.0780 1.4985 -0.05 -0.19 -0.09 0.000
C 0.7633 -3.7719 0.2448 -0.33 -0.28 -0.18 0.000
Si -3.5462 -5.2282 0.8443 -0.32 -0.05 0.17 0.000
C -4.2341 -6.3094 -0.5192 0.38 0.14 -0.04 0.000
C -4.6576 -3.7247 1.0084 0.29 -0.06 -0.03 0.000
C -3.6174 -6.2038 2.4464 0.18 0.18 -0.15 0.000
H -1.2266 -4.4789 3.6247 0.05 -0.04 0.04 0.000
H 0.4645 -4.0158 3.3852 -0.01 -0.01 -0.01 0.000
H -0.1020 -5.6079 2.8517 0.00 0.03 0.06 0.000
H -1.7583 -1.6576 0.5487 -0.02 0.05 0.03 0.000
H -0.6145 -1.4444 1.8865 0.01 -0.02 0.01 0.000
H -2.2463 -2.0445 2.2085 0.00 0.07 -0.03 0.000
H 0.5715 -3.3355 -0.7378 0.07 -0.03 0.00 0.000
H 1.1785 -4.7732 0.1018 0.01 0.06 -0.03 0.000
H 1.5138 -3.1621 0.7520 -0.03 0.02 0.04 0.000
H -4.2444 -5.7793 -1.4742 0.00 -0.06 -0.01 0.000
H -5.2602 -6.6001 -0.2816 0.04 0.04 0.04 0.000
H -3.6421 -7.2201 -0.6347 -0.03 0.01 -0.06 0.000
H -4.3850 -3.1347 1.8864 -0.06 0.04 -0.03 0.000
H -5.7012 -4.0292 1.1137 0.02 0.00 -0.01 0.000
H -4.5714 -3.0863 0.1257 -0.05 0.03 0.04 0.000
H -3.3635 -5.5731 3.3014 0.00 -0.06 0.02 0.000
H -2.9158 -7.0405 2.4161 -0.04 -0.01 0.06 0.000
H -4.6226 -6.5992 2.6062 0.01 -0.01 -0.01 0.000
```
Positions in Å, forces in eV/Å.

HOMO-LUMO gap (alpha / beta)	0.32360 / 0.35068	Eh
HOMO (alpha / beta)	-8.5 / -9.3	eV
multiplicity	2
lowest unoccupied orbital energy (alpha / beta)	0.334 / 0.257	eV

---

Entry 2:
Molecular formula: C25H47N3O2PdSb
Method: DFT, wB97M-V/def2-TZVPD

The geometry in XYZ format:
```
79
Properties=species:S:1:pos:R:3:forces:R:3:mulliken_charge:R:1
Pd 0.3607 -0.9193 0.2892 0.03 0.29 -0.46 -0.964
C 3.0906 -2.0090 3.9606 -0.05 -0.06 -0.03 -1.572
C 2.5698 -1.3264 2.7227 0.18 -0.01 -0.35 0.544
N 1.3951 -0.7981 2.6958 0.03 -0.05 0.14 0.347
O 0.7090 -1.0063 3.9511 0.03 0.08 -0.16 -0.590
C 3.4182 -1.2679 1.5301 -0.24 0.12 0.16 0.001
C 4.8957 -1.5212 1.6194 0.08 -0.06 0.03 -1.843
N 2.8533 -0.9188 0.3845 -0.16 -0.13 0.28 0.971
O 3.5966 -0.7858 -0.6453 0.02 -0.05 -0.04 -0.870
H 2.4695 -2.8783 4.1900 0.00 0.03 -0.02 0.297
H 3.0324 -1.3483 4.8254 0.01 0.04 0.00 0.265
H 4.1147 -2.3415 3.8191 -0.02 0.00 0.03 0.441
H 0.0381 -0.3191 3.8819 0.03 -0.06 0.01 0.350
H 5.3470 -1.0582 2.5018 0.00 0.01 -0.02 0.411
H 5.3509 -1.1000 0.7245 -0.01 0.01 -0.02 0.397
H 5.1478 -2.5900 1.6440 -0.01 0.05 -0.02 0.299
C -3.8279 -0.9589 1.8214 0.13 -0.22 -0.02 -0.711
N -2.9638 -2.1292 1.5362 0.17 0.09 0.02 0.168
C -1.7056 -2.0629 2.3625 -0.29 -0.26 -0.13 0.033
C -2.6686 -2.2094 0.0286 -0.12 0.01 0.17 -0.557
C -1.6723 -3.2619 -0.3034 -0.10 -0.22 -0.03 0.884
C -2.1281 -4.5676 -0.5339 0.11 -0.03 -0.07 -0.544
C -1.2234 -5.5732 -0.8363 -0.01 0.13 0.04 -0.606
C 0.1296 -5.2380 -0.9099 -0.02 0.16 0.01 -0.630
C 0.5543 -3.9341 -0.6751 0.04 -0.18 -0.07 -0.269
C -0.3164 -2.8701 -0.3512 0.05 0.07 0.29 -0.427
H -4.1392 -0.9915 2.8635 -0.04 0.04 -0.01 0.357
H -4.6867 -0.9796 1.1545 -0.03 0.05 0.02 0.324
H -3.2296 -0.0709 1.6348 -0.01 0.06 0.00 0.202
H -3.4580 -2.9838 1.7794 -0.03 -0.02 0.00 0.386
H -1.0022 -1.4230 1.7921 0.02 0.15 0.23 -0.423
H -1.2728 -3.0569 2.4083 0.04 0.00 0.01 0.370
H -1.9665 -1.7002 3.3549 0.00 0.01 -0.01 0.400
H -2.2222 -1.2419 -0.2096 0.03 0.09 -0.05 -0.469
H -3.6517 -2.3468 -0.4322 0.00 -0.04 0.00 0.687
H -3.1932 -4.7952 -0.4994 -0.01 0.01 0.01 0.323
H -1.5582 -6.5864 -1.0218 -0.01 -0.02 -0.01 0.341
H 0.8561 -6.0067 -1.1546 0.01 0.00 0.00 0.386
H 1.6187 -3.7254 -0.7391 0.00 0.00 0.01 0.386
C -3.1297 1.7691 -0.8270 -0.16 0.09 0.05 -2.169
C -1.9315 2.6628 -0.5201 0.09 0.08 0.10 1.700
C -1.9860 3.0328 0.9646 -0.12 0.02 0.08 -1.802
C -2.0617 3.9360 -1.3548 -0.02 0.01 0.09 -1.670
Sb -0.0950 1.3794 -0.6684 0.24 -0.34 -0.37 2.147
C 1.5329 2.8343 -0.2488 -0.09 0.08 0.17 1.965
C 1.8448 2.5572 1.2247 0.10 0.13 0.09 -1.772
C 1.2136 4.3150 -0.4192 0.10 0.08 -0.09 -2.022
C 2.7732 2.4975 -1.0703 0.08 -0.07 0.13 -1.730
C 0.0667 0.9773 -2.8605 0.03 0.20 0.09 1.765
C -1.1493 0.1323 -3.2358 0.03 -0.09 -0.12 -1.703
C 1.2986 0.0885 -3.0581 -0.11 -0.03 -0.15 -1.840
C 0.1467 2.1932 -3.7878 0.04 -0.09 0.01 -1.731
H -4.0477 2.2451 -0.4457 0.02 -0.04 -0.02 0.527
H -3.0413 0.7845 -0.3648 0.04 0.01 0.00 0.292
H -3.2677 1.6125 -1.8966 0.01 0.05 0.02 0.341
H -2.9209 3.5740 1.1818 0.05 -0.03 0.01 0.502
H -1.1541 3.6694 1.2797 -0.07 -0.04 -0.08 0.294
H -1.9590 2.1398 1.5990 0.00 0.01 -0.03 0.135
H -3.0416 4.4011 -1.1549 0.06 -0.03 -0.01 0.475
H -2.0140 3.7399 -2.4239 0.01 -0.07 -0.07 0.236
H -1.3008 4.6776 -1.1168 0.00 -0.05 -0.02 0.242
H 1.0163 2.8571 1.8767 0.02 0.00 -0.01 0.271
H 2.7336 3.1354 1.5219 -0.07 -0.02 0.01 0.458
H 2.0391 1.4991 1.4164 0.01 0.02 -0.07 0.120
H 0.3563 4.6466 0.1712 0.06 -0.06 -0.01 0.335
H 1.0310 4.5760 -1.4660 -0.03 -0.01 0.03 0.315
H 2.0821 4.9053 -0.0845 -0.07 -0.03 -0.04 0.489
H 3.0910 1.4578 -0.9402 -0.06 0.04 -0.04 0.135
H 3.5959 3.1455 -0.7281 -0.01 -0.06 -0.03 0.527
H 2.6306 2.6918 -2.1328 -0.02 0.01 -0.08 0.296
H -1.1944 -0.7754 -2.6255 0.02 0.04 0.00 0.054
H -1.0537 -0.1690 -4.2908 -0.03 -0.03 0.08 0.536
H -2.0925 0.6682 -3.1370 -0.01 0.05 -0.03 0.265
H 1.3332 -0.7415 -2.3503 -0.06 -0.01 0.07 0.101
H 2.2380 0.6213 -2.9628 0.11 0.12 0.04 0.321
H 1.2508 -0.3302 -4.0765 0.05 0.02 0.08 0.536
H -0.7993 2.7333 -3.8474 -0.05 0.02 0.07 0.329
H 0.3815 1.8564 -4.8094 0.00 0.01 0.06 0.500
H 0.9227 2.9046 -3.4955 -0.01 -0.05 0.03 0.134
```
Positions in Å, forces in eV/Å.

HOMO-LUMO gap	0.16990	Eh
HOMO	-2.5	eV
total charge	-1
lowest unoccupied orbital energy	2.092	eV
energy above the lowest of the compared OMol25 structures with the same formula, charge and spin	0.775	eV